Molecular formula: C56H145N11O17
Method: DFT, ωB97M-V/def2-TZVPD

Each atom is followed by the atoms it is bonded to, with distances in Å.
Element x y z (Å)
1 C -0.6793 9.3471 8.2465  O2 1.385, H10 1.090, H11 1.090, H12 1.090
2 O -1.9724 8.9290 8.5153  C1 1.385, C3 1.435
3 C -2.9589 9.8385 8.0053  O2 1.435, C4 1.607, H13 1.090, H14 1.090
4 C -3.2142 11.0936 8.9758  C3 1.607, N5 1.478, H15 1.090, H16 1.090
5 N -3.9306 10.6622 10.1944  C4 1.478, C6 1.536, H17 1.010
6 C -4.2420 11.6893 11.2938  N5 1.536, C7 1.562, H18 1.090, H19 1.090
7 C -5.3941 12.6982 10.9887  C6 1.562, O8 1.471, H20 1.090, H21 1.090
8 O -5.7331 13.5640 12.1281  C7 1.471, C9 1.407
9 C -4.6576 14.0327 12.9046  O8 1.407, H22 1.090, H23 1.090, H24 1.090
10 H -0.5244 10.3988 8.4875  C1 1.090
11 H -0.4494 9.1848 7.1935  C1 1.090
12 H -0.0468 8.7307 8.8854  C1 1.090
13 H -3.8494 9.2147 7.9282  C3 1.090
14 H -2.7512 10.1440 6.9798  C3 1.090
15 H -3.9479 11.8030 8.5929  C4 1.090
16 H -2.2514 11.5049 9.2792  C4 1.090
17 H -3.6363 9.7869 10.6035  N5 1.010
18 H -3.3210 12.1992 11.5767  C6 1.090
19 H -4.4576 11.1188 12.1972  C6 1.090
20 H -6.1992 12.0933 10.5716  C7 1.090
21 H -5.0082 13.4268 10.2757  C7 1.090
22 H -4.0874 13.2027 13.3218  C9 1.090
23 H -5.0828 14.5975 13.7343  C9 1.090
24 H -3.9807 14.6772 12.3438  C9 1.090
25 C -3.9802 -2.0991 12.0468  O26 1.480, H34 1.090, H35 1.090, H36 1.090
26 O -3.4473 -1.0764 11.1198  C25 1.480, C27 1.471
27 C -2.0244 -1.3380 10.8518  O26 1.471, C28 1.557, H37 1.090, H38 1.090
28 C -1.6912 -0.6651 9.4883  C27 1.557, N29 1.441, H39 1.090, H40 1.090
29 N -1.9385 0.7372 9.2696  C28 1.441, C30 1.396, H41 1.010
30 C -1.5508 1.1644 7.9981  N29 1.396, C31 1.544, H42 1.090, H43 1.090
31 C -1.8950 2.6418 7.7121  C30 1.544, O32 1.407, H44 1.090, H45 1.090
32 O -3.2626 2.6576 7.3825  C31 1.407, C33 1.343
33 C -3.8675 3.8389 7.1756  O32 1.343, H46 1.090, H47 1.090, H48 1.090
34 H -4.8719 -1.7554 12.5711  C25 1.090
35 H -3.2580 -2.2505 12.8491  C25 1.090
36 H -4.1809 -2.9941 11.4580  C25 1.090
37 H -1.7264 -2.3841 10.7819  C27 1.090
38 H -1.4492 -0.9474 11.6912  C27 1.090
39 H -2.3543 -1.1978 8.8066  C28 1.090
40 H -0.6728 -0.8663 9.1559  C28 1.090
41 H -2.8966 1.0453 9.3549  N29 1.010
42 H -1.9248 0.5123 7.2088  C30 1.090
43 H -0.4738 1.0419 7.8839  C30 1.090
44 H -1.3084 2.9403 6.8433  C31 1.090
45 H -1.7132 3.2709 8.5834  C31 1.090
46 H -3.8260 4.6285 7.9259  C33 1.090
47 H -4.9169 3.6268 6.9707  C33 1.090
48 H -3.4500 4.3486 6.3072  C33 1.090
49 C -8.4920 10.2611 7.9366  O50 1.425, H58 1.090, H59 1.090, H60 1.090
50 O -8.7076 8.9296 7.4773  C49 1.425, C51 1.393
51 C -8.8103 7.9918 8.5020  O50 1.393, C52 1.553, H61 1.090, H62 1.090
52 C -8.4119 6.6332 7.8636  C51 1.553, N53 1.441, H63 1.090, H64 1.090
53 N -7.0997 6.4324 7.3024  C52 1.441, C54 1.499, H65 1.010
54 C -6.6919 7.2572 6.1188  N53 1.499, C55 1.511, H66 1.090, H67 1.090
55 C -5.2407 7.1120 5.7237  C54 1.511, O56 1.441, H68 1.090, H69 1.090
56 O -4.8428 8.2370 4.9161  C55 1.441, C57 1.391
57 C -3.4636 8.3347 4.7681  O56 1.391, H70 1.090, H71 1.090, H72 1.090
58 H -7.4856 10.2550 8.3552  C49 1.090
59 H -9.2446 10.5698 8.6621  C49 1.090
60 H -8.2125 10.8781 7.0827  C49 1.090
61 H -9.6551 7.9939 9.1908  C51 1.090
62 H -7.9145 8.0681 9.1183  C51 1.090
63 H -9.2230 6.3348 7.1993  C52 1.090
64 H -8.4605 5.9809 8.7355  C52 1.090
65 H -6.3896 6.3573 8.0167  N53 1.010
66 H -6.9315 8.3193 6.1691  C54 1.090
67 H -7.3430 6.9205 5.3121  C54 1.090
68 H -5.0319 6.1962 5.1707  C55 1.090
69 H -4.6089 7.1413 6.6115  C55 1.090
70 H -3.0419 8.2166 5.7663  C57 1.090
71 H -3.2075 9.3403 4.4347  C57 1.090
72 H -2.8522 7.6526 4.1774  C57 1.090
73 C 8.6847 10.3771 9.1182  O74 1.433, H82 1.090, H83 1.090, H84 1.090
74 O 7.5460 9.6111 8.7066  C73 1.433, C75 1.431
75 C 6.5158 10.3780 8.0757  O74 1.431, C76 1.493, H85 1.090, H86 1.090
76 C 5.4469 9.4078 7.6930  C75 1.493, N77 1.433, H87 1.090, H88 1.090
77 N 4.5450 10.1852 6.8948  C76 1.433, C78 1.470, H89 1.010
78 C 3.4022 9.3194 6.5700  N77 1.470, C79 1.517, H90 1.090, H91 1.090
79 C 2.3570 10.1650 5.8677  C78 1.517, O80 1.450, H92 1.090, H93 1.090
80 O 1.2085 9.3605 5.4968  C79 1.450, C81 1.428
81 C 0.1314 10.0978 4.9183  O80 1.428, H94 1.090, H95 1.090, H96 1.090
82 H 9.4338 9.6050 9.2936  C73 1.090
83 H 8.8097 10.8609 10.0869  C73 1.090
84 H 9.1741 11.0256 8.3915  C73 1.090
85 H 6.9316 10.9015 7.2149  C75 1.090
86 H 6.1995 11.1893 8.7314  C75 1.090
87 H 5.0423 8.9682 8.6047  C76 1.090
88 H 5.9163 8.6432 7.0742  C76 1.090
89 H 4.2596 10.9060 7.5421  N77 1.010
90 H 2.8761 8.8733 7.4140  C78 1.090
91 H 3.7110 8.5160 5.9013  C78 1.090
92 H 2.7275 10.5394 4.9134  C79 1.090
93 H 2.0367 11.0502 6.4172  C79 1.090
94 H -0.5988 9.2893 4.8805  C81 1.090
95 H 0.2392 10.6646 3.9935  C81 1.090
96 H -0.2923 10.7184 5.7078  C81 1.090
97 C -2.4145 5.2109 -2.1553  O98 1.467, H106 1.090, H107 1.090, H108 1.090
98 O -1.4645 4.1602 -2.5351  C97 1.467, C99 1.447
99 C -1.3990 3.8956 -3.9564  O98 1.447, C100 1.561, H109 1.090, H110 1.090
100 C -2.3614 2.7976 -4.5101  C99 1.561, N101 1.485, H111 1.090, H112 1.090
101 N -3.7731 3.1084 -4.1702  C100 1.485, C102 1.394, H113 1.010
102 C -4.7034 2.5393 -5.0379  N101 1.394, C103 1.532, H114 1.090, H115 1.090
103 C -4.5694 3.0442 -6.4776  C102 1.532, O104 1.488, H116 1.090, H117 1.090
104 O -5.4967 2.1589 -7.2323  C103 1.488, C105 1.413
105 C -5.4846 2.2970 -8.6386  O104 1.413, H118 1.090, H119 1.090, H120 1.090
106 H -3.4892 5.0305 -2.1801  C97 1.090
107 H -2.1402 6.1887 -2.5514  C97 1.090
108 H -2.0584 5.4444 -1.1519  C97 1.090
109 H -0.4010 3.5530 -4.2295  C99 1.090
110 H -1.5087 4.8490 -4.4732  C99 1.090
111 H -2.0566 1.8682 -4.0289  C100 1.090
112 H -2.0667 2.6594 -5.5503  C100 1.090
113 H -4.0094 2.8718 -3.2172  N101 1.010
114 H -5.6663 2.9206 -4.6977  C102 1.090
115 H -4.5822 1.4847 -4.7906  C102 1.090
116 H -3.6051 3.1596 -6.9725  C103 1.090
117 H -4.9238 4.0734 -6.5348  C103 1.090
118 H -4.8452 3.0862 -9.0342  C105 1.090
119 H -6.4986 2.5750 -8.9257  C105 1.090
120 H -5.2008 1.4249 -9.2276  C105 1.090
121 C -0.3476 5.3106 9.7519  O122 1.456, H130 1.090, H131 1.090, H132 1.090
122 O 0.7396 5.5439 8.8119  C121 1.456, C123 1.423
123 C 1.8020 4.6082 8.9578  O122 1.423, C124 1.534, H133 1.090, H134 1.090
124 C 3.0755 5.0678 8.2366  C123 1.534, N125 1.458, H135 1.090, H136 1.090
125 N 3.0236 4.7285 6.8201  C124 1.458, C126 1.488, H137 1.010
126 C 4.1643 5.3149 6.0654  N125 1.488, C127 1.586, H138 1.090, H139 1.090
127 C 4.4845 4.5460 4.7161  C126 1.586, O128 1.455, H140 1.090, H141 1.090
128 O 5.7539 5.0352 4.2001  C127 1.455, C129 1.444
129 C 5.7231 5.1895 2.7645  O128 1.444, H142 1.090, H143 1.090, H144 1.090
130 H -0.1678 5.8685 10.6709  C121 1.090
131 H -0.4059 4.2503 9.9978  C121 1.090
132 H -1.2505 5.6841 9.2688  C121 1.090
133 H 1.5568 3.5784 8.6981  C123 1.090
134 H 1.9507 4.7242 10.0314  C123 1.090
135 H 3.9934 4.6088 8.6040  C124 1.090
136 H 3.2336 6.0711 8.6322  C124 1.090
137 H 2.2511 5.2733 6.4645  N125 1.010
138 H 5.0787 5.3199 6.6587  C126 1.090
139 H 3.9582 6.3674 5.8707  C126 1.090
140 H 3.6794 4.7894 4.0229  C127 1.090
141 H 4.6610 3.4930 4.9354  C127 1.090
142 H 6.5738 5.7908 2.4440  C129 1.090
143 H 4.8142 5.7222 2.4847  C129 1.090
144 H 5.7261 4.2592 2.1963  C129 1.090
145 C 2.1296 1.5070 1.7772  C146 1.473, H151 1.090, H152 1.090, H153 1.090
146 C 1.2030 1.1188 2.8538  C145 1.473, C147 1.542, N150 1.462, H154 1.090
147 C 1.5432 1.5552 4.2930  C146 1.542, O148 1.413, H155 1.090, H156 1.090
148 O 2.1375 0.6230 5.1729  C147 1.413, C149 1.422
149 C 1.3854 -0.5826 5.2201  O148 1.422, H157 1.090, H158 1.090, H159 1.090
150 N -0.0846 1.5512 2.3141  C146 1.462, H160 1.010, H161 1.010
151 H 1.9546 2.4661 1.2898  C145 1.090
152 H 2.1084 0.8446 0.9118  C145 1.090
153 H 3.1402 1.5148 2.1853  C145 1.090
154 H 1.2150 0.0290 2.8391  C146 1.090
155 H 0.6158 1.8499 4.7842  C147 1.090
156 H 2.1120 2.4844 4.3275  C147 1.090
157 H 1.6340 -1.4103 4.5558  C149 1.090
158 H 0.3234 -0.3489 5.1448  C149 1.090
159 H 1.4494 -0.9895 6.2293  C149 1.090
160 H 0.0450 2.5265 2.5423  N150 1.010
161 H -0.4002 1.4628 1.3587  N150 1.010
162 C 3.9555 5.4902 -2.4384  C163 1.560, H168 1.090, H169 1.090, H170 1.090
163 C 2.6120 6.2511 -2.6586  C162 1.560, C164 1.562, N167 1.488, H171 1.090
164 C 1.8935 5.8293 -3.9794  C163 1.562, O165 1.427, H172 1.090, H173 1.090
165 O 2.7036 5.9578 -5.1473  C164 1.427, C166 1.414
166 C 2.0103 5.6247 -6.3335  O165 1.414, H174 1.090, H175 1.090, H176 1.090
167 N 1.6599 6.0438 -1.5335  C163 1.488, H177 1.010, H178 1.010
168 H 4.3962 5.8302 -1.5012  C162 1.090
169 H 4.6214 5.5972 -3.2947  C162 1.090
170 H 3.7739 4.4285 -2.2714  C162 1.090
171 H 2.7597 7.3300 -2.7056  C163 1.090
172 H 0.9546 6.3628 -4.1274  C164 1.090
173 H 1.5393 4.8024 -3.8896  C164 1.090
174 H 1.5603 4.6340 -6.2690  C166 1.090
175 H 2.7375 5.8010 -7.1261  C166 1.090
176 H 1.1774 6.3168 -6.4574  C166 1.090
177 H 1.0662 5.2856 -1.8380  N167 1.010
178 H 0.9862 6.7962 -1.5211  N167 1.010
179 C -7.4538 7.6025 1.1765  C180 1.578, H185 1.090, H186 1.090, H187 1.090
180 C -6.0572 6.8751 1.0760  C179 1.578, C181 1.598, N184 1.413, H188 1.090
181 C -4.8120 7.8047 0.7013  C180 1.598, O182 1.506, H189 1.090, H190 1.090
182 O -3.5321 7.2077 0.1796  C181 1.506, C183 1.387
183 C -2.4898 8.0653 0.4994  O182 1.387, H191 1.090, H192 1.090, H193 1.090
184 N -5.8675 6.4038 2.3946  C180 1.413, H194 1.010, H195 1.010
185 H -8.2465 7.0509 1.6821  C179 1.090
186 H -7.8491 7.8987 0.2049  C179 1.090
187 H -7.3813 8.5895 1.6334  C179 1.090
188 H -6.1124 6.0574 0.3574  C180 1.090
189 H -4.5358 8.3989 1.5723  C181 1.090
190 H -5.2491 8.6332 0.1440  C181 1.090
191 H -1.7327 7.7780 -0.2302  C183 1.090
192 H -2.2177 7.8414 1.5309  C183 1.090
193 H -2.6349 9.0910 0.1601  C183 1.090
194 H -6.7822 6.1967 2.7693  N184 1.010
195 H -5.5094 7.1336 2.9940  N184 1.010
196 C -5.1203 1.4572 0.0779  C197 1.496, H202 1.090, H203 1.090, H204 1.090
197 C -4.2606 2.6074 -0.3427  C196 1.496, C198 1.593, N201 1.466, H205 1.090
198 C -3.7022 3.3022 0.9773  C197 1.593, O199 1.367, H206 1.090, H207 1.090
199 O -4.5035 3.6333 2.0347  C198 1.367, C200 1.432
200 C -4.0533 3.8703 3.3728  O199 1.432, H208 1.090, H209 1.090, H210 1.090
201 N -3.1541 2.0694 -1.1406  C197 1.466, H211 1.010, H212 1.010
202 H -5.4469 0.8515 -0.7673  C196 1.090
203 H -5.9735 1.8090 0.6579  C196 1.090
204 H -4.5345 0.8892 0.8007  C196 1.090
205 H -4.9238 3.3334 -0.8131  C197 1.090
206 H -3.1738 4.1447 0.5310  C198 1.090
207 H -2.9471 2.5941 1.3188  C198 1.090
208 H -3.1322 4.4460 3.2818  C200 1.090
209 H -4.0359 2.9507 3.9577  C200 1.090
210 H -4.6458 4.5378 3.9984  C200 1.090
211 H -2.5901 2.8601 -1.4179  N201 1.010
212 H -2.4979 1.7156 -0.4592  N201 1.010
213 C -1.1172 5.5911 5.5803  C214 1.550, H219 1.090, H220 1.090, H221 1.090
214 C 0.3355 5.5708 5.0395  C213 1.550, C215 1.558, N218 1.483, H222 1.090
215 C 0.3281 6.0068 3.5442  C214 1.558, O216 1.437, H223 1.090, H224 1.090
216 O -0.2596 5.0394 2.6590  C215 1.437, C217 1.452
217 C 0.1341 5.2784 1.2818  O216 1.452, H225 1.090, H226 1.090, H227 1.090
218 N 1.1207 6.5218 5.8626  C214 1.483, H228 1.010, H229 1.010
219 H -1.3937 6.6072 5.8618  C213 1.090
220 H -1.1272 4.9671 6.4740  C213 1.090
221 H -1.9232 5.1741 4.9765  C213 1.090
222 H 0.7704 4.5718 5.0701  C214 1.090
223 H 1.3633 6.1316 3.2267  C215 1.090
224 H -0.1895 6.9646 3.4925  C215 1.090
225 H -0.5010 4.6994 0.6115  C217 1.090
226 H 1.0170 4.6549 1.1417  C217 1.090
227 H 0.1739 6.2239 0.7410  C217 1.090
228 H 0.6592 6.6917 6.7448  N218 1.010
229 H 1.1119 7.4526 5.4704  N218 1.010

Molar mass (g mol⁻¹): 1244.84
Calculated total energy (eV): -111601.727
HOMO-LUMO gap (spin up / spin down) (eV): 1.421 / 8.599
Charge: -1
HOMO energy (spin up / spin down) (eV): 0.496 / -6.698
2S+1: 2